{
  "formula": "C12H11BrCl2HoO2",
  "method": "the ωB97M-V functional and the def2-TZVPD basis",
  "symbols": ["C", "C", "C", "H", "C", "C", "H", "H", "H", "H", "Ho", "Br", "C", "C", "C", "H", "C", "C", "H", "H", "H", "H", "Cl", "C", "Cl", "C", "O", "O", "H"],
  "xyz": [[-0.62, -0.53, -2.62], [0.31, 0.43, -3.07], [1.64, 0.01, -2.73], [0.02, 1.38, -3.54], [1.49, -1.24, -2.02], [0.10, -1.55, -1.97], [-0.36, -2.45, -1.57], [-1.67, -0.57, -2.79], [2.54, 0.64, -2.72], [2.27, -1.83, -1.57], [1.01, 0.96, -0.62], [0.34, 3.49, -0.65], [-2.22, 0.35, 1.99], [-2.29, -1.01, 1.54], [-2.92, -1.01, 0.25], [-1.79, -1.86, 2.02], [-3.25, 0.33, -0.10], [-2.83, 1.18, 0.99], [-2.82, 2.28, 0.99], [-1.64, 0.71, 2.86], [-2.94, -1.87, -0.44], [-3.58, 0.68, -1.08], [3.52, -1.18, 3.60], [3.30, 0.30, 2.62], [4.32, 0.23, 1.11], [1.83, 0.32, 2.26], [1.04, 0.94, 2.97], [1.54, -0.32, 1.13], [3.65, 1.20, 3.17]],
  "homo_ev": [-2.81, -2.81],
  "multiplicity": 5,
  "total_charge": -1,
  "molar_mass_da": 503.0,
  "e_above_lowest_kj_mol": 0.0,
  "lumo_energy_ev": [1.862, 1.921],
  "orbital_gap_ev": [4.673, 4.736],
  "s_squared": 6.004
}